{"formula": "C37H86CrF6N7O20S2", "method": "ωB97M-V/def2-TZVPD", "symbols": ["Cr", "C", "F", "F", "F", "S", "O", "O", "N", "S", "O", "O", "C", "F", "F", "F", "C", "C", "O", "O", "H", "H", "H", "N", "O", "O", "O", "C", "C", "C", "O", "H", "H", "H", "H", "H", "H", "H", "H", "C", "O", "C", "C", "N", "C", "C", "O", "C", "H", "H", "H", "H", "H", "H", "H", "H", "H", "H", "H", "H", "H", "H", "H", "C", "O", "C", "C", "N", "C", "C", "O", "C", "H", "H", "H", "H", "H", "H", "H", "H", "H", "H", "H", "H", "H", "H", "H", "C", "O", "C", "C", "N", "C", "C", "O", "C", "H", "H", "H", "H", "H", "H", "H", "H", "H", "H", "H", "H", "H", "H", "H", "C", "O", "C", "C", "N", "C", "C", "O", "C", "H", "H", "H", "H", "H", "H", "H", "H", "H", "H", "H", "H", "H", "H", "H", "C", "O", "C", "C", "N", "C", "C", "O", "C", "H", "H", "H", "H", "H", "H", "H", "H", "H", "H", "H", "H", "H", "H", "H"], "coordinates": [[-2.38544, 1.74701, -0.39636], [-0.02316, 0.24954, 3.17760], [0.77624, 0.68943, 2.24482], [0.31115, -1.03026, 3.65004], [0.15262, 1.03331, 4.21799], [-1.88930, 0.25835, 2.63542], [-2.57608, -0.86380, 3.29925], [-2.33478, 1.57429, 3.01647], [-1.96259, 0.11115, 0.83965], [-1.91926, -1.41527, 0.57678], [-0.77139, -2.02792, 1.24889], [-3.19391, -2.13930, 0.54988], [-1.38395, -1.52270, -1.34095], [-1.35843, -2.84231, -1.65051], [-2.31958, -0.90417, -2.12056], [-0.14968, -0.98516, -1.59978], [-0.90287, 2.53476, -4.18086], [-1.54971, 2.29030, -2.85220], [-2.75604, 2.47789, -2.64067], [-0.96315, 1.60014, -2.04232], [-1.02892, 1.67787, -4.84264], [0.16745, 2.69289, -4.04852], [-1.25273, 3.34066, -4.82602], [-0.07825, 3.80370, 1.10479], [1.02653, 3.40643, 1.41958], [-0.97397, 3.04278, 0.64844], [-0.43036, 4.96089, 1.37635], [-4.22852, 3.01163, 5.21014], [-5.11688, 4.27751, 5.69262], [-6.12476, 3.97042, 6.71221], [-4.21140, 5.16845, 6.39200], [-3.36228, 2.91552, 5.86474], [-3.91386, 3.37791, 4.23294], [-4.73288, 2.06064, 5.03886], [-5.61503, 4.69901, 4.81954], [-6.97619, 3.50975, 6.21125], [-6.70383, 4.75300, 7.20248], [-5.77645, 3.31333, 7.50909], [-3.54077, 5.42984, 5.75675], [-2.05850, -10.11937, 4.47042], [-2.06292, -8.74912, 4.20074], [-2.57825, -8.35607, 2.98900], [-2.29031, -6.89131, 2.64983], [-2.71844, -6.15324, 3.78731], [-2.28066, -4.75811, 3.89718], [-3.06715, -3.88319, 4.94591], [-3.02216, -4.28159, 6.35438], [-3.60164, -3.20700, 7.09623], [-1.91306, -10.29407, 5.53645], [-1.08597, -10.57854, 4.29310], [-2.91941, -10.75841, 4.27407], [-3.66724, -8.39981, 2.97246], [-2.08990, -8.97114, 2.23315], [-2.77457, -6.61852, 1.71218], [-1.21542, -6.79742, 2.49525], [-2.36430, -6.76191, 4.51133], [-2.40508, -4.38469, 2.88073], [-1.21841, -4.62430, 4.10166], [-4.09331, -3.92061, 4.58027], [-2.65226, -2.87883, 4.86087], [-3.39237, -2.22530, 6.67129], [-3.21535, -3.28290, 8.11266], [-4.68774, -3.26592, 7.16711], [-2.53113, 6.56507, -1.33437], [-3.61696, 6.73607, -0.41800], [-3.87126, 5.62306, 0.49621], [-4.16815, 4.28734, -0.30428], [-3.88836, 3.14804, 0.60418], [-5.15169, 2.41624, 0.97457], [-5.56701, 1.49778, -0.19200], [-4.54384, 0.72536, -0.85580], [-4.97911, 0.30644, -2.19621], [-1.87400, 7.39535, -1.07570], [-2.77935, 6.36079, -2.37589], [-2.00027, 5.70473, -0.92681], [-4.68853, 5.85858, 1.17789], [-3.00529, 5.42131, 1.12669], [-3.77364, 4.36482, -1.31742], [-5.25338, 4.34843, -0.38583], [-3.50685, 3.39334, 1.50661], [-6.02132, 2.80768, 1.50240], [-4.91070, 1.68222, 1.74349], [-6.01351, 2.16428, -0.92991], [-6.24221, 0.75174, 0.22709], [-5.37848, -0.70741, -2.16980], [-4.14041, 0.29147, -2.89224], [-5.66506, 0.97216, -2.72004], [-0.51021, -1.97779, -4.97150], [0.77167, -1.30549, -4.99762], [1.12117, -0.69504, -6.27733], [2.40370, 0.14393, -6.09892], [2.23050, 1.34585, -5.21158], [2.76000, 2.60299, -5.82240], [4.32938, 2.79682, -5.87711], [4.85290, 2.16397, -6.92736], [6.20844, 1.68063, -6.80354], [-1.22733, -1.50747, -5.64428], [-0.81844, -1.82703, -3.93691], [-0.23821, -3.01250, -5.18005], [0.35921, -0.01294, -6.65449], [1.30419, -1.57617, -6.89232], [2.72556, 0.30229, -7.12820], [3.19905, -0.57529, -5.90339], [1.24576, 1.26757, -5.00118], [2.34641, 3.41291, -5.22151], [2.26410, 2.62922, -6.79271], [4.83588, 2.59799, -4.93264], [4.48319, 3.87483, -5.92551], [6.20575, 0.59080, -6.82274], [6.80895, 2.27666, -6.11635], [6.55518, 2.02809, -7.77675], [6.70478, 3.98951, -1.44505], [5.73180, 4.10622, -0.36098], [6.44089, 3.98522, 0.86413], [5.57698, 4.52194, 2.03149], [4.44625, 3.66812, 2.29811], [3.57763, 4.05514, 3.45724], [2.86794, 2.86716, 4.17261], [3.88371, 2.11430, 4.89692], [3.52276, 0.85481, 5.32079], [6.37449, 4.12739, -2.47461], [7.19627, 3.03188, -1.27333], [7.47327, 4.71733, -1.18465], [7.41125, 4.48160, 0.85365], [6.65248, 2.92740, 1.02017], [5.22112, 5.53062, 1.82167], [6.17986, 4.57739, 2.93789], [4.67744, 2.68583, 2.33989], [2.66516, 4.47440, 3.03329], [3.99871, 4.81827, 4.11178], [2.40145, 2.28820, 3.37555], [2.19558, 3.41027, 4.83673], [2.64362, 0.62050, 5.92104], [4.32344, 0.24008, 5.73203], [3.43098, 0.29719, 4.38873], [3.24605, -4.41754, 0.77446], [3.19543, -4.38573, -0.69844], [1.79404, -4.09858, -1.12158], [1.84228, -3.35811, -2.48666], [2.17794, -3.91136, -3.76553], [3.51671, -4.48001, -3.85313], [3.81997, -4.72127, -5.33228], [4.75291, -3.67825, -5.78353], [5.13887, -3.74299, -7.12994], [2.46075, -5.12455, 1.04191], [3.00709, -3.39497, 1.06659], [4.19390, -4.59332, 1.28318], [1.15756, -3.44463, -0.52547], [1.25635, -5.04440, -1.18788], [2.29757, -2.37719, -2.35022], [0.81062, -3.12120, -2.74675], [2.11404, -3.11009, -4.37708], [3.58789, -5.47749, -3.41946], [4.13438, -3.72852, -3.36136], [2.90064, -4.67627, -5.91615], [4.09439, -5.74744, -5.57674], [5.57652, -4.70522, -7.39582], [5.89039, -2.99354, -7.37822], [4.23671, -3.48367, -7.68397]], "multiplicity": 6, "homo_energy_ha": [0.02497, -0.12224], "charge": -2, "homo_lumo_gap_ha": [0.100, 0.247], "lumo_ev": [3.4, 3.4]}

{"formula": "C37H86N12O15", "method": "ωB97M-V/def2-TZVPD", "symbols": ["C", "O", "C", "O", "O", "C", "H", "H", "H", "H", "H", "H", "C", "C", "O", "N", "C", "H", "H", "H", "H", "H", "H", "H", "C", "C", "O", "N", "C", "H", "H", "H", "H", "H", "H", "H", "C", "C", "O", "N", "C", "H", "H", "H", "H", "H", "H", "H", "C", "C", "O", "N", "C", "H", "H", "H", "H", "H", "H", "H", "C", "C", "O", "N", "C", "H", "H", "H", "H", "H", "H", "H", "C", "C", "O", "N", "C", "H", "H", "H", "H", "H", "H", "H", "C", "C", "O", "N", "C", "H", "H", "H", "H", "H", "H", "H", "C", "C", "O", "N", "C", "H", "H", "H", "H", "H", "H", "H", "C", "C", "O", "N", "C", "H", "H", "H", "H", "H", "H", "H", "C", "C", "O", "N", "C", "H", "H", "H", "H", "H", "H", "H", "O", "C", "N", "C", "H", "H", "H", "H", "H", "O", "C", "N", "C", "H", "H", "H", "H", "H"], "coordinates": [[14.26545, 26.60885, 11.60275], [14.18948, 25.84164, 12.80476], [14.97121, 26.04889, 13.86417], [15.67601, 27.02079, 14.16117], [14.74266, 24.95174, 14.68574], [15.56140, 24.90473, 15.81839], [15.25089, 26.67478, 11.14158], [13.72432, 27.52979, 11.81984], [13.66134, 26.11000, 10.84492], [16.48099, 25.48475, 15.74071], [15.76189, 23.86033, 16.05738], [14.92854, 25.22697, 16.64527], [17.20497, 22.01219, 14.47702], [16.26399, 21.02008, 15.19310], [16.09816, 20.99896, 16.41707], [15.51138, 20.17328, 14.46081], [15.68639, 19.96965, 13.03987], [18.07402, 21.53848, 14.02046], [17.60733, 22.76954, 15.14980], [16.75960, 22.61818, 13.68802], [14.95791, 19.55764, 15.03940], [16.69264, 19.57724, 12.89295], [15.62198, 20.89085, 12.46080], [15.00836, 19.20127, 12.66844], [14.45187, 23.26891, 19.07358], [14.90433, 22.01354, 19.83842], [14.66688, 22.01309, 21.03457], [15.49125, 21.00872, 19.21290], [16.06306, 19.80200, 19.74731], [15.31250, 23.60318, 18.49420], [13.99428, 24.06713, 19.65801], [13.64834, 22.91231, 18.42916], [15.49473, 21.00960, 18.20291], [15.81476, 19.65667, 20.79866], [17.12444, 19.72663, 19.51092], [15.55704, 19.01154, 19.19305], [20.28460, 25.63373, 18.03378], [19.29993, 24.49661, 17.71127], [18.48073, 24.66847, 16.82126], [19.39590, 23.35956, 18.39154], [18.41926, 22.35365, 18.24361], [20.99542, 25.32949, 18.80207], [19.82772, 26.51741, 18.47927], [20.84855, 25.90344, 17.14086], [20.27573, 23.11441, 18.82269], [17.42183, 22.63072, 17.90233], [18.17905, 21.95923, 19.23094], [18.70366, 21.54556, 17.56967], [20.26535, 23.45116, 13.63204], [19.92646, 24.85088, 13.07935], [20.04542, 25.06243, 11.88886], [19.48362, 25.76238, 13.92803], [19.12643, 27.17122, 13.62135], [19.80828, 22.67254, 13.02135], [19.78918, 23.33428, 14.60555], [21.31369, 23.31152, 13.89579], [19.07025, 25.39695, 14.77401], [18.21789, 27.49350, 14.13005], [18.86186, 27.14837, 12.56419], [20.00053, 27.78655, 13.83449], [16.83252, 23.61590, 10.91735], [16.94531, 24.56941, 9.74081], [15.92875, 24.91674, 9.12323], [18.15842, 24.93290, 9.38334], [18.63480, 25.74322, 8.28817], [16.06832, 22.89399, 10.62937], [16.51763, 24.08940, 11.84726], [17.75891, 23.04288, 10.95670], [18.88354, 24.60021, 10.00270], [19.24473, 25.24406, 7.53523], [19.21894, 26.57429, 8.68337], [17.85485, 26.04285, 7.58816], [11.55669, 24.51969, 16.29376], [11.44949, 23.74772, 14.97402], [10.32010, 23.58459, 14.43807], [12.58771, 23.21617, 14.50112], [12.73086, 22.50246, 13.20936], [12.41787, 24.20500, 16.88321], [10.67860, 24.39985, 16.92834], [11.77136, 25.54730, 16.00043], [13.36896, 23.33044, 15.13095], [12.35849, 21.48380, 13.31797], [13.74829, 22.42298, 12.82643], [12.00555, 22.93573, 12.52067], [16.62170, 31.95368, 7.67673], [17.20506, 30.58628, 8.17484], [18.33487, 30.18457, 7.93998], [16.31452, 29.88852, 8.88143], [16.50027, 28.56805, 9.28473], [16.75630, 32.10849, 6.60621], [17.03149, 32.78727, 8.24709], [15.53271, 31.92319, 7.71218], [15.39194, 30.26372, 9.04932], [16.51925, 27.84564, 8.46873], [15.61174, 28.41417, 9.89704], [17.41952, 28.48258, 9.86421], [14.62162, 30.18957, 12.73814], [15.67384, 31.28384, 12.65494], [16.20655, 31.65166, 13.67135], [15.95298, 31.69029, 11.43855], [17.07045, 32.62193, 11.15388], [14.66590, 29.50801, 11.88866], [13.59700, 30.55411, 12.81136], [14.89729, 29.54411, 13.57209], [15.35263, 31.53882, 10.64060], [17.67498, 32.85243, 12.03110], [16.65624, 33.56993, 10.81063], [17.71008, 32.15152, 10.40710], [14.62752, 28.81992, 17.10406], [14.35612, 27.73782, 18.10747], [15.27324, 27.09865, 18.65644], [13.06417, 27.49759, 18.20515], [12.42662, 26.65906, 19.20549], [15.68556, 29.08053, 17.13114], [14.00401, 29.70112, 17.25510], [14.44404, 28.48884, 16.08189], [12.46995, 27.87651, 17.48167], [12.96544, 26.54664, 20.14630], [12.07641, 25.66848, 18.91530], [11.60664, 27.27388, 19.57661], [11.91415, 29.63095, 9.15852], [12.48893, 30.92482, 9.68507], [13.60297, 31.27559, 9.35197], [11.75076, 31.63171, 10.47222], [12.08337, 32.98997, 10.95309], [10.86335, 29.81764, 8.93700], [12.01268, 28.88750, 9.94950], [12.39514, 29.29950, 8.23825], [10.78599, 31.36672, 10.61037], [12.39601, 32.86088, 11.98928], [11.29206, 33.70559, 10.72989], [12.94640, 33.35291, 10.39492], [11.29338, 29.20131, 13.14581], [10.63988, 28.26078, 12.72738], [9.80468, 28.57554, 11.81681], [10.72995, 26.83935, 13.30444], [9.64315, 29.54340, 11.57752], [9.25161, 27.87065, 11.35061], [9.78345, 26.54031, 13.75480], [11.63443, 26.63791, 13.87842], [10.88381, 26.22150, 12.41974], [12.94171, 25.23223, 5.32027], [13.53307, 25.29858, 6.34395], [14.35410, 24.32438, 6.64900], [13.34926, 26.42815, 7.40390], [14.42755, 23.49233, 6.08120], [14.85163, 24.47186, 7.51549], [13.49773, 26.03828, 8.41091], [12.44783, 26.98346, 7.14477], [14.16861, 27.14569, 7.36017]], "multiplicity": 2, "homo_energy_ha": [0.01106, -0.26491], "charge": -1, "homo_lumo_gap_ha": [0.048, 0.322], "lumo_ev": [1.6, 1.6]}

Values of total energy, in order: -157524.62413; -88361.01981, all in eV.
Values of M, in order: 1179.242; 939.164, all in g/mol.